Entry from the Open Molecules 2025 dataset: a cluster of 11 separate species, C8H38O15 in total in a non-equilibrium geometry (wB97M-V/def2-TZVPD).

- total charge = 0
- LUMO (eV) = -0.094
- SMILES string = OCCO.OCCO.OCCO.OCCO.O.O.O.O.O.O.O
- ΔE to the lowest compared entry with this formula, charge and spin (kcal per mole) = 39.6
- HOMO-LUMO gap (eV) = 9.216
- E_tot (hartree) = -1456.09655

Geometry as XYZ:
```
61
C8H38O15 | the Open Molecules 2025 dataset | wB97M-V/def2-TZVPD
C -4.044 -0.088 -0.329
O 0.757 -3.373 -1.095
H -3.819 1.802 -1.239
H -2.405 -0.919 0.177
H -0.219 -0.256 -0.802
C 4.418 -1.723 2.366
H 0.122 -2.704 1.806
H -0.643 4.126 2.931
H 6.266 -2.348 2.281
O -0.602 -2.084 1.881
H -2.057 -3.308 -0.584
C -0.909 1.151 -3.207
H -1.548 1.931 -2.687
O -1.470 2.344 -0.288
H 1.665 -3.866 2.377
H 4.421 -1.576 3.461
H -0.522 -0.744 -2.880
O 0.318 -0.012 -0.067
H -4.596 -0.647 0.375
H 4.034 0.331 1.705
O -0.613 3.218 3.090
C 0.539 1.518 -3.138
H 0.914 -3.640 -0.191
H 1.270 0.801 -3.583
H 4.197 -2.764 2.174
H 0.259 -0.588 0.724
H -1.824 4.040 0.979
C -1.612 2.952 1.037
H -1.275 1.043 -4.233
O 1.675 -3.311 1.589
O 2.270 -0.689 2.258
H -4.621 1.820 0.315
H 1.536 -0.498 -1.237
H 0.590 2.875 1.594
C 3.532 -0.658 1.633
H -0.394 1.441 2.097
O -2.759 -0.022 0.213
O 1.990 -1.046 -1.856
O 5.720 -1.616 1.916
C -0.434 2.567 1.927
H 0.005 -2.839 -1.209
O 2.589 1.826 0.118
O -1.966 -2.555 -1.181
H 1.690 -1.925 -1.581
O 0.859 2.754 -3.796
H -6.070 2.112 -1.457
H 1.769 1.371 0.122
H 1.925 -2.428 1.864
H 1.809 2.812 -3.784
H 3.357 -0.885 0.577
H 0.799 1.658 -2.071
H -2.244 -2.822 -2.059
H -2.491 2.520 1.535
H -1.660 1.411 -0.139
O -5.862 1.233 -1.288
O -1.035 -0.052 -2.511
H -3.967 -0.632 -1.277
H 3.156 1.205 -0.313
C -4.578 1.291 -0.591
H -0.360 -1.492 2.598
H 2.123 -0.020 2.940
```

These are the natural (NBO) partial charges, in e, on atoms 1 to 5:
1 C -0.07
2 O -0.98
3 H 0.18
4 H 0.50
5 H 0.51